#a
The following is a DFT calculation (the ωB97M-V functional and the def2-TZVPD basis) of a cluster of 11 separate species, H22O11 in total.

The geometry in XYZ format:
```
33
Properties=species:S:1:pos:R:3:nbo_charge:R:1
O -3.45 -0.10 2.12 -0.977
H -4.19 0.35 1.60 0.488
H -3.47 0.20 3.02 0.489
O -2.55 -3.23 0.22 -0.994
H -3.48 -3.58 0.14 0.505
H -2.68 -2.23 0.53 0.496
O 3.18 -2.82 2.49 -0.950
H 2.27 -2.87 2.60 0.472
H 3.54 -2.19 1.88 0.478
O 0.39 -3.26 -0.67 -0.956
H -0.58 -3.37 -0.46 0.527
H 0.74 -3.68 0.02 0.494
O 3.74 3.58 1.45 -0.933
H 4.08 3.00 2.09 0.476
H 2.81 3.65 1.46 0.459
O -1.01 4.29 0.92 -0.805
H -0.70 3.50 0.49 0.460
H -0.03 4.52 1.19 0.464
O -3.52 0.50 -2.74 -0.929
H -2.68 0.02 -2.83 0.454
H -4.20 -0.18 -2.78 0.475
O 0.54 2.29 2.63 -0.912
H 0.67 1.36 2.44 0.464
H 1.50 2.47 2.61 0.451
O 1.03 -1.87 -2.91 -0.576
H 0.76 -2.36 -1.98 0.548
H 1.25 -2.42 -3.54 0.475
O -0.33 0.01 -0.87 -0.915
H -0.12 0.55 -1.62 0.511
H -1.14 -0.43 -0.62 0.516
O 2.11 0.91 -2.80 -0.750
H 2.84 1.13 -2.17 0.516
H 1.68 0.15 -2.75 0.475
```

Results
⟨S²⟩ = 0.76
Spin multiplicity = 2
Net charge = +1

#b
The following is a DFT calculation (the ωB97M-V functional and the def2-TZVPD basis) of a cluster of 11 separate species, H22O11 in total.

The geometry in XYZ format:
```
33
Properties=species:S:1:pos:R:3:nbo_charge:R:1
O 2.69 -1.46 -0.36 -0.247
H 2.06 -1.29 -1.06 0.524
H 2.59 -0.71 0.23 0.512
O 1.14 -0.75 -2.64 -0.970
H 1.06 -1.29 -3.43 0.504
H 0.26 -0.44 -2.47 0.501
O 1.27 2.00 1.58 -1.014
H 1.73 2.57 2.19 0.496
H 0.34 2.13 1.77 0.511
O -0.17 -0.53 0.20 -0.985
H -1.06 -0.83 0.40 0.494
H 0.04 0.08 0.91 0.493
O -3.37 1.25 0.25 -0.946
H -3.20 0.31 0.35 0.470
H -2.57 1.60 -0.13 0.461
O -2.02 -1.75 -3.00 -0.938
H -1.93 -2.10 -2.11 0.468
H -2.44 -0.90 -2.89 0.471
O -2.68 -1.41 0.42 -0.960
H -2.37 -1.57 1.31 0.484
H -3.27 -2.14 0.23 0.517
O 0.00 -3.03 -0.88 -0.863
H 0.14 -2.15 -0.55 0.479
H -0.08 -3.58 -0.10 0.477
O -1.26 1.98 2.25 -0.944
H -1.40 2.88 2.53 0.500
H -1.38 1.45 3.04 0.491
O 1.62 2.30 -1.14 -0.953
H 2.27 3.01 -1.06 0.471
H 1.52 1.97 -0.25 0.468
O 3.44 0.43 1.55 -0.959
H 4.26 0.89 1.38 0.494
H 2.76 1.10 1.46 0.490
```

Results
⟨S²⟩ = 0.75
Spin multiplicity = 2
Net charge = +1

Stability summary - winner: #b; margin: 90.2 kcal/mol.

#a
The following is a DFT calculation (the ωB97M-V functional and the def2-TZVPD basis) of a cluster of 2 separate species, CH5OP in total.

The geometry in XYZ format:
```
8
Properties=species:S:1:pos:R:3:nbo_charge:R:1
H 0.69 0.77 -2.15 -0.023
H 0.74 0.96 -2.85 0.020
C 0.03 -0.72 0.69 -1.038
P -1.19 0.75 0.51 1.298
O -1.24 1.26 1.89 -0.961
H 0.87 -0.64 1.44 0.250
H 0.55 -0.74 -0.28 0.217
H -0.44 -1.64 0.76 0.237
```

#b
The following is a DFT calculation (the ωB97M-V functional and the def2-TZVPD basis) of a structure of composition CH5OP.

The geometry in XYZ format:
```
8
Properties=species:S:1:pos:R:3:nbo_charge:R:1
C 0.50 -0.27 0.11 -0.311
O 1.51 0.68 -0.08 -0.697
P -1.19 0.57 0.07 0.258
H 0.57 -1.11 -0.59 0.198
H 0.47 -1.12 1.19 0.137
H 1.20 1.40 0.43 0.464
H -1.29 0.59 -1.28 -0.035
H -1.78 -0.74 0.15 -0.013
```

Stability summary - winner: #a; margin: 13.2 kcal/mol.

#a
The following is a DFT calculation (the ωB97M-V functional and the def2-TZVPD basis) of the molecule C5H7NOS.

The geometry in XYZ format:
```
15
Properties=species:S:1:pos:R:3:nbo_charge:R:1
C -0.96 -0.26 -0.88 -0.246
C 0.23 -0.69 -0.19 -0.083
C 0.35 -2.23 -0.05 -0.658
C 1.10 0.29 0.07 -0.227
S 2.62 0.17 0.47 0.124
C 0.41 1.64 -0.17 -0.018
N -0.26 2.55 0.58 -0.109
O -1.05 1.79 1.51 -0.609
H -1.85 -0.82 -1.29 0.211
H -1.28 0.75 -0.93 0.206
H 1.42 -2.56 -0.40 0.233
H 0.13 -2.66 1.04 0.248
H -0.23 -2.68 -0.94 0.231
H 0.77 2.24 -1.05 0.217
H -1.42 2.47 2.24 0.480
```

#b
The following is a DFT calculation (the ωB97M-V functional and the def2-TZVPD basis) of a structure of composition C5H7NOS.

The geometry in XYZ format:
```
15
Properties=species:S:1:pos:R:3:nbo_charge:R:1
C 1.49 0.23 -1.72 0.241
C 1.85 1.57 0.40 -0.465
C 1.02 0.73 -0.51 -0.303
C -1.30 -0.84 -0.69 -0.682
C -0.20 -0.58 0.29 0.254
N 1.99 -0.31 -2.60 -0.317
O 0.54 -1.65 0.61 -0.738
S 0.57 2.49 -0.46 0.164
H 1.60 1.35 1.47 0.221
H 2.83 1.75 0.26 0.222
H -0.91 -0.81 -1.79 0.239
H -2.10 -0.14 -0.64 0.231
H -1.65 -1.77 -0.29 0.226
H -0.46 -0.03 1.23 0.191
H 0.76 -2.47 0.14 0.518
```

#c
The following is a DFT calculation (the ωB97M-V functional and the def2-TZVPD basis) of the molecule C5H7NOS.

The geometry in XYZ format:
```
15
Properties=species:S:1:pos:R:3:nbo_charge:R:1
C -0.22 -1.57 -1.80 -0.369
C -0.67 -1.57 -0.48 -0.216
C -0.20 -0.53 0.47 -0.359
C -0.71 0.92 0.35 -0.216
N 0.39 1.71 0.85 -0.615
C 1.57 1.12 0.95 0.503
O 2.39 1.81 1.53 -0.621
S 1.67 -0.60 0.50 0.224
H 0.54 -0.95 -2.26 0.205
H -0.58 -2.26 -2.62 0.204
H -1.49 -2.19 -0.18 0.215
H -0.50 -0.89 1.47 0.221
H -1.54 1.10 1.03 0.209
H -0.95 1.16 -0.70 0.195
H 0.32 2.74 0.89 0.421
```

#d
The following is a DFT calculation (the ωB97M-V functional and the def2-TZVPD basis) of the molecule C5H7NOS.

The geometry in XYZ format:
```
15
Properties=species:S:1:pos:R:3:nbo_charge:R:1
C -2.60 -0.73 -1.01 -0.239
O -1.43 -0.01 -0.38 -0.500
C -0.20 -0.63 -0.41 0.134
C -0.09 -1.85 -1.10 0.216
N 0.01 -2.91 -1.62 -0.302
C 0.96 0.03 -0.14 -0.348
S 0.53 1.49 0.83 0.202
C 2.11 1.90 1.82 -0.700
H -3.45 -0.14 -1.13 0.207
H -2.86 -1.58 -0.45 0.188
H -2.13 -1.18 -2.01 0.196
H 2.08 -0.31 -0.11 0.267
H 2.37 0.93 2.30 0.228
H 2.89 2.23 1.06 0.219
H 1.81 2.76 2.36 0.231
```

Stability summary - winner: #c; margin: 39.7 kcal/mol.